(1)
Molecular formula: C4H8O4
Method: DFT, ωB97M-V with the def2-TZVPD basis set

Each line ends with the Löwdin charge.
Atoms and positions in Å:
C: -2.419 0.455 0.166  -0.10
O: -1.311 0.030 -0.590  -0.13
C: -0.078 -0.429 0.031  -0.41
O: 0.921 -0.974 -0.561  -0.10
C: 0.747 -1.971 -1.676  0.00
C: 0.542 0.774 0.697  -0.52
O: 0.237 1.907 0.568  0.15
O: 1.575 0.512 1.428  0.18
H: -2.865 -0.374 0.765  0.09
H: -2.167 1.200 0.955  0.09
H: -3.011 0.879 -0.617  0.09
H: -0.333 -1.228 0.962  0.21
H: 1.801 -1.869 -2.186  0.12
H: 0.106 -1.800 -2.598  0.09
H: 0.322 -2.838 -1.040  0.12
H: 2.008 1.268 1.694  0.09

Results
Highest occupied orbital energy = -9.508 eV
Multiplicity = 1
Electronic energy = -458.065604 Eh
Energy relative to the best compared isomer or geometry (same formula, charge and spin) = 4.559 eV
LUMO energy = 0.80 eV


(2)
Molecular formula: C3H3N3O2
Method: DFT, ωB97M-V with the def2-TZVPD basis set

Each line ends with the Löwdin charge.
Atoms and positions in Å:
O: 3.080 -0.171 0.175  -0.09
N: 1.970 -1.003 0.168  0.02
C: 0.718 -0.602 -0.057  -0.45
N: 0.413 0.650 -0.177  0.11
C: -0.810 0.938 0.014  -0.08
C: -1.937 -0.065 0.343  -0.06
N: -1.717 -1.325 0.025  0.14
O: -0.270 -1.596 -0.216  -0.03
H: 2.599 0.728 -0.311  0.18
H: -1.178 2.011 -0.456  0.17
H: -2.868 0.435 0.493  0.10

Results
Highest occupied orbital energy = -8.853 eV
Multiplicity = 1
Electronic energy = -430.644031 Eh
Energy relative to the best compared isomer or geometry (same formula, charge and spin) = 7.536 eV
LUMO energy = -1.20 eV


(3)
Molecular formula: C37H35CuFNOP
Method: DFT, ωB97M-V with the def2-TZVPD basis set

Each line ends with the Löwdin charge.
Atoms and positions in Å:
Cu: 0.307 -0.420 1.532  0.28
C: -3.572 1.634 3.058  -0.05
C: -2.233 1.744 2.324  -0.38
C: -1.563 3.086 2.613  -0.08
C: -2.413 1.493 0.840  -0.14
C: -2.923 2.499 0.022  -0.05
C: -3.103 2.301 -1.336  -0.10
C: -2.738 1.089 -1.899  -0.06
C: -2.213 0.062 -1.123  -0.15
C: -1.783 -1.234 -1.781  -0.36
C: -0.972 -0.996 -3.055  -0.08
C: -2.988 -2.129 -2.091  -0.05
C: -2.082 0.246 0.270  -0.21
N: -1.543 -0.786 1.066  -0.04
C: -2.360 -1.780 1.461  -0.25
C: -3.765 -1.805 1.301  -0.06
C: -4.540 -2.873 1.738  -0.13
C: -3.972 -3.976 2.357  -0.14
C: -2.585 -3.990 2.528  -0.05
C: -1.833 -2.932 2.093  -0.22
F: -0.482 -2.993 2.256  0.02
H: -3.430 1.767 4.133  0.08
H: -4.032 0.658 2.895  0.07
H: -4.268 2.403 2.708  0.08
H: -1.572 0.967 2.709  0.10
H: -2.183 3.934 2.304  0.06
H: -0.600 3.156 2.108  0.07
H: -1.374 3.179 3.683  0.08
H: -3.187 3.454 0.459  0.10
H: -3.511 3.091 -1.956  0.09
H: -2.852 0.945 -2.968  0.10
H: -1.148 -1.753 -1.056  0.12
H: -1.581 -0.553 -3.846  0.07
H: -0.595 -1.948 -3.440  0.07
H: -0.124 -0.330 -2.876  0.06
H: -3.648 -1.636 -2.812  0.08
H: -3.563 -2.345 -1.192  0.06
H: -2.662 -3.078 -2.524  0.08
H: -4.247 -0.964 0.817  0.11
H: -5.613 -2.832 1.589  0.09
H: -4.578 -4.803 2.700  0.08
H: -2.073 -4.822 2.994  0.11
O: 0.920 1.389 3.635  -0.06
C: 1.392 0.621 2.806  -0.35
C: 2.814 1.009 2.323  -0.21
C: 3.713 1.634 3.189  -0.04
C: 4.940 2.085 2.734  -0.09
C: 5.272 1.956 1.384  -0.10
C: 4.386 1.346 0.513  -0.10
C: 3.171 0.835 0.981  -0.32
P: 1.993 -0.016 -0.110  1.08
C: 2.992 -1.373 -0.830  -0.34
C: 2.428 -2.092 -1.886  -0.10
C: 3.087 -3.176 -2.441  -0.09
C: 4.316 -3.581 -1.933  -0.10
C: 4.872 -2.893 -0.867  -0.09
C: 4.217 -1.795 -0.319  -0.08
C: 1.809 1.134 -1.518  -0.35
C: 0.717 2.001 -1.445  -0.09
C: 0.455 2.895 -2.475  -0.08
C: 1.272 2.919 -3.597  -0.10
C: 2.353 2.050 -3.682  -0.09
C: 2.623 1.165 -2.647  -0.10
H: 3.409 1.783 4.218  0.11
H: 5.633 2.561 3.417  0.09
H: 6.217 2.338 1.018  0.09
H: 4.636 1.255 -0.539  0.10
H: 1.461 -1.796 -2.274  0.08
H: 2.634 -3.715 -3.264  0.10
H: 4.828 -4.435 -2.359  0.09
H: 5.822 -3.208 -0.452  0.10
H: 4.662 -1.271 0.516  0.10
H: 0.046 1.956 -0.593  0.09
H: -0.404 3.549 -2.406  0.10
H: 1.062 3.604 -4.408  0.09
H: 2.989 2.059 -4.559  0.10
H: 3.460 0.482 -2.732  0.10

Results
Highest occupied orbital energy = -3.227 eV
Multiplicity = 1
Electronic energy = -3642.703181 Eh
Charge = -1
Energy relative to the best compared isomer or geometry (same formula, charge and spin) = 0.000 eV
LUMO energy = 2.66 eV


(4)
Molecular formula: C6H9N
Method: DFT, ωB97M-V with the def2-TZVPD basis set

Each line ends with the Löwdin charge.
Atoms and positions in Å:
C: -1.417 -0.521 -1.113  -0.03
C: -0.308 0.120 -0.346  -0.42
C: 0.847 0.883 -0.841  -0.05
C: 1.068 -0.480 -0.195  -0.13
C: 0.805 -0.537 1.326  -0.19
N: 0.677 0.731 1.965  0.07
C: -0.453 0.291 1.183  -0.20
H: -1.726 -1.459 -0.628  0.09
H: -1.075 -0.770 -2.122  0.09
H: -2.290 0.133 -1.177  0.08
H: 0.962 0.876 -1.920  0.11
H: 1.133 1.830 -0.383  0.10
H: 1.525 -1.273 -0.779  0.13
H: 0.407 -1.416 1.791  0.13
H: 1.226 1.450 1.508  0.09
H: -1.378 0.144 1.731  0.13

Results
Highest occupied orbital energy = -8.002 eV
Multiplicity = 1
Electronic energy = -288.627508 Eh
Energy relative to the best compared isomer or geometry (same formula, charge and spin) = 4.205 eV
LUMO energy = 1.07 eV


(5)
Molecular formula: C15H33BrNbO27S6
Method: DFT, ωB97M-V with the def2-TZVPD basis set

Each line ends with the Löwdin charge.
Atoms and positions in Å:
O: 5.745 0.811 1.788  0.06
C: 4.931 0.813 0.886  -0.54
O: 4.656 1.965 0.243  0.06
C: 4.208 -0.455 0.505  -0.23
C: 3.015 -0.315 -0.460  -0.42
Nb: 1.090 0.686 0.363  1.16
O: 0.091 -1.108 0.327  -0.54
Br: 0.466 1.260 -2.146  -0.18
H: 4.651 1.838 -0.708  0.10
H: 3.968 -0.984 1.418  0.10
H: 4.972 -1.054 -0.002  0.10
H: 3.354 0.327 -1.273  0.00
H: 2.730 -1.270 -0.881  0.01
H: -0.405 1.515 0.929  -0.13
H: 1.934 2.288 0.532  -0.13
H: 1.592 0.300 2.065  -0.10
H: 0.705 -1.776 0.648  -0.03
C: 3.900 -1.371 -5.600  -0.16
C: 2.636 -1.210 -4.784  -0.16
O: 2.591 -2.397 -3.973  -0.21
S: 4.082 -2.860 -3.610  0.59
O: 4.430 -2.374 -2.328  -0.21
O: 4.210 -4.230 -3.950  -0.22
O: 4.843 -1.966 -4.700  -0.18
H: 3.751 -2.055 -6.439  0.13
H: 4.281 -0.423 -5.968  0.14
H: 1.745 -1.139 -5.401  0.14
H: 2.686 -0.344 -4.120  0.11
C: -4.044 3.723 3.079  -0.16
C: -2.915 3.810 4.081  -0.17
O: -1.731 3.663 3.292  -0.19
S: -1.957 4.311 1.841  0.58
O: -1.422 5.625 1.837  -0.23
O: -1.614 3.349 0.867  -0.29
O: -3.562 4.422 1.925  -0.20
H: -4.245 2.688 2.797  0.14
H: -4.960 4.183 3.444  0.12
H: -2.964 3.032 4.836  0.13
H: -2.887 4.789 4.567  0.13
C: -3.046 -1.568 -0.517  -0.15
C: -3.326 -0.436 -1.474  -0.14
O: -4.767 -0.422 -1.586  -0.19
S: -5.414 -0.873 -0.199  0.58
O: -5.787 0.280 0.543  -0.24
O: -6.350 -1.908 -0.459  -0.23
O: -4.103 -1.493 0.463  -0.18
H: -3.111 -2.539 -1.013  0.11
H: -2.074 -1.476 -0.043  0.09
H: -2.869 -0.584 -2.447  0.13
H: -3.003 0.522 -1.064  0.13
C: 9.128 -0.902 2.433  -0.15
C: 8.085 -1.993 2.403  -0.15
O: 8.699 -3.055 1.651  -0.19
S: 10.274 -3.057 1.916  0.59
O: 10.581 -4.019 2.913  -0.23
O: 10.940 -3.052 0.666  -0.22
O: 10.376 -1.604 2.579  -0.19
H: 9.150 -0.347 1.494  0.14
H: 8.983 -0.212 3.258  0.14
H: 7.160 -1.674 1.931  0.12
H: 7.872 -2.365 3.407  0.14
C: -8.775 5.859 2.536  -0.16
C: -9.287 4.487 2.155  -0.16
O: -8.802 3.629 3.195  -0.18
S: -8.752 4.430 4.578  0.59
O: -9.922 4.140 5.321  -0.22
O: -7.455 4.283 5.128  -0.22
O: -8.895 5.905 3.966  -0.19
H: -7.722 5.980 2.274  0.13
H: -9.354 6.662 2.088  0.13
H: -8.918 4.152 1.190  0.14
H: -10.379 4.451 2.160  0.13
C: -1.084 -4.399 -2.269  -0.15
C: -0.111 -4.488 -3.424  -0.15
O: -0.890 -5.048 -4.497  -0.19
S: -2.406 -4.548 -4.381  0.59
O: -2.594 -3.438 -5.242  -0.22
O: -3.254 -5.681 -4.432  -0.22
O: -2.327 -4.008 -2.876  -0.21
H: -1.227 -5.369 -1.788  0.14
H: -0.782 -3.664 -1.526  0.13
H: 0.742 -5.123 -3.208  0.14
H: 0.239 -3.501 -3.729  0.12

Results
Highest occupied orbital energy = -5.352 eV
Multiplicity = 1
Electronic energy = -7642.795916 Eh
Charge = -1
LUMO energy = 1.63 eV


(6)
Molecular formula: C3H6I3N
Method: DFT, ωB97M-V with the def2-TZVPD basis set

Each line ends with the Löwdin charge.
Atoms and positions in Å:
C: 1.166 -1.133 -1.687  -0.28
C: -2.436 -1.098 -0.073  -0.75
C: -1.634 0.043 -0.095  -0.81
N: 0.563 -1.515 -0.396  -0.65
I: -4.678 -0.770 -0.465  0.58
I: -1.328 0.992 1.704  0.80
I: 1.391 -1.304 1.388  0.74
H: 1.077 -0.017 -1.740  0.06
H: 2.278 -1.566 -1.948  0.12
H: 0.374 -1.520 -2.443  0.08
H: -2.187 -1.708 -0.940  0.02
H: -2.257 -1.879 0.798  0.10
H: -1.731 0.751 -0.847  0.00

Results
Highest occupied orbital energy (spin up / spin down) = -8.855 / -8.150 eV
Multiplicity = 1
Electronic energy = -1065.558432 Eh
Energy relative to the best compared isomer or geometry (same formula, charge and spin) = 3.531 eV
LUMO energy (spin up / spin down) = -1.44 / -1.07 eV